Here is a cluster of 2 separate species, CH2ClF3N2 in total at a distorted geometry from the OMol25 dataset. Energies are from wB97M-V/def2-TZVPD.

Atoms and positions in Å:
1 C -0.45659 0.21406 -1.40083
2 N -0.66163 0.29409 -0.04491
3 N 1.13790 -0.98981 3.06668
4 F 0.65712 -0.46327 -1.69650
5 F -0.31116 1.41819 -2.04719
6 F -1.47673 -0.38706 -2.01762
7 Cl 2.58374 -1.39076 3.41935
8 H -1.57089 0.62668 0.23151
9 H 0.09823 0.67789 0.48951

Atoms 1-2, force components in eV/Å:
C 0.1792 0.4327 -0.8711
N -0.1871 -0.3037 0.4578

* ΔE to the lowest compared entry with this formula, charge and spin: 160.3 kJ/mol
* E_tot: -908.49121 Eh
* 2S+1: 1
* frontier orbital gap (spin up / spin down): 8.7 / 8.6 eV

Löwdin analysis output, partial charges in e:
1 C -0.744
2 N 0.175
3 N -0.554
4 F 0.133
5 F 0.083
6 F 0.136
7 Cl 0.567
8 H 0.109
9 H 0.097